Record 1
{
  "formula": "C23H24N2O4S",
  "method": "the ωB97M-V functional and the def2-TZVPD basis",
  "species": ["C", "C", "N", "C", "O", "C", "C", "C", "C", "C", "C", "S", "C", "C", "C", "C", "C", "O", "N", "C", "C", "C", "C", "C", "O", "C", "C", "O", "C", "C", "H", "H", "H", "H", "H", "H", "H", "H", "H", "H", "H", "H", "H", "H", "H", "H", "H", "H", "H", "H", "H", "H", "H", "H"],
  "positions_angstrom": [[-1.719, 1.191, -3.672], [-1.376, -0.089, -2.921], [-1.920, -0.061, -1.569], [-2.736, -1.078, -1.180], [-2.968, -2.030, -1.903], [-3.322, -1.031, 0.192], [-3.271, -2.195, 0.953], [-3.913, -2.272, 2.175], [-4.646, -1.192, 2.640], [-4.715, -0.031, 1.892], [-4.049, 0.051, 0.680], [-4.114, 1.583, -0.235], [-2.356, 1.859, -0.106], [-1.885, 2.925, 0.642], [-0.525, 3.127, 0.791], [0.366, 2.235, 0.210], [1.851, 2.433, 0.283], [2.392, 3.345, -0.313], [2.542, 1.538, 1.026], [1.967, 0.469, 1.811], [2.775, -0.825, 1.643], [3.392, -0.898, 0.232], [4.351, 0.283, 0.012], [3.982, 1.473, 0.905], [2.384, -0.893, -0.762], [2.011, -2.231, -1.008], [3.188, -3.065, -0.461], [4.092, -2.109, 0.050], [-0.108, 1.181, -0.559], [-1.473, 0.980, -0.732], [-1.245, 2.052, -3.206], [-1.372, 1.116, -4.699], [-2.795, 1.347, -3.677], [-1.826, -0.955, -3.411], [-0.291, -0.231, -2.887], [-2.732, -3.043, 0.558], [-3.856, -3.180, 2.756], [-5.166, -1.254, 3.584], [-5.285, 0.818, 2.237], [-2.595, 3.599, 1.096], [-0.155, 3.966, 1.359], [1.964, 0.759, 2.871], [0.933, 0.311, 1.502], [3.598, -0.876, 2.357], [2.130, -1.687, 1.810], [5.363, -0.063, 0.218], [4.283, 0.567, -1.038], [4.418, 1.370, 1.902], [4.323, 2.408, 0.458], [1.071, -2.472, -0.495], [1.872, -2.350, -2.084], [3.703, -3.631, -1.238], [2.862, -3.751, 0.331], [0.601, 0.510, -1.020]],
  "forces_ev_per_a": [[0.10, -0.15, 0.10], [-0.11, -0.01, -0.46], [0.15, -0.06, -0.16], [0.03, -0.09, 0.04], [-0.10, -0.18, 0.02], [-0.30, -0.18, 0.25], [0.10, 0.05, -0.11], [0.01, -0.02, 0.04], [-0.04, -0.03, 0.03], [-0.04, -0.07, 0.01], [-0.09, 0.28, -0.18], [0.32, -0.16, 0.06], [-0.43, 0.03, -0.18], [0.12, 0.00, -0.02], [0.17, -0.06, -0.02], [-0.22, 0.07, -0.30], [-0.13, 0.05, 0.23], [0.03, 0.25, -0.24], [0.14, -0.08, -0.03], [-0.28, -0.24, 0.34], [0.03, 0.00, -0.51], [0.25, 0.26, 0.49], [-0.27, -0.18, 0.05], [0.29, 0.14, -0.25], [0.12, 0.32, -0.03], [-0.14, -0.37, -0.01], [-0.20, -0.21, -0.06], [0.19, 0.22, 0.00], [-0.16, 0.05, 0.01], [0.18, 0.41, 0.42], [0.02, 0.12, -0.03], [0.05, 0.05, -0.11], [-0.09, 0.01, -0.01], [0.19, 0.14, 0.10], [-0.05, -0.07, 0.00], [0.01, -0.09, -0.04], [0.01, -0.08, 0.05], [-0.04, -0.01, 0.09], [-0.02, 0.08, 0.06], [-0.06, 0.04, 0.09], [0.05, 0.11, 0.06], [-0.08, -0.08, -0.09], [0.16, 0.00, 0.12], [0.00, -0.03, 0.03], [0.01, -0.05, 0.06], [0.04, 0.01, 0.00], [0.05, -0.02, -0.01], [0.00, 0.05, -0.02], [0.02, -0.12, 0.17], [0.07, 0.00, -0.08], [-0.03, -0.02, 0.10], [-0.08, 0.00, 0.08], [0.02, 0.04, -0.11], [0.05, -0.09, -0.02]],
  "lumo_energy_ev": 0.49,
  "e_homo_ev": -8.91,
  "charge": 0,
  "largest_force_ev_per_a": 0.61,
  "gap_ev": 9.4,
  "smiles": "CCN1C(=O)c2ccccc2Sc2ccc(C(=O)N3CCC4(CC3)OCCO4)cc21"
}

Record 2
{
  "formula": "C4H11NS",
  "method": "the ωB97M-V functional and the def2-TZVPD basis",
  "species": ["C", "S", "C", "C", "C", "N", "H", "H", "H", "H", "H", "H", "H", "H", "H", "H", "H"],
  "positions_angstrom": [[-1.473, 0.309, 2.675], [-0.385, -1.037, 1.978], [-0.578, -0.370, 0.168], [0.576, -0.961, -0.693], [1.489, 0.195, -1.081], [0.926, 0.933, -2.239], [-2.378, 0.594, 2.038], [-0.674, 1.055, 2.649], [-2.070, -0.002, 3.523], [-0.519, 0.743, -0.001], [-1.636, -0.666, -0.158], [0.121, -1.320, -1.620], [1.058, -1.775, -0.043], [1.709, 0.764, -0.161], [2.406, -0.343, -1.370], [1.457, 0.934, -3.091], [-0.030, 0.946, -2.573]],
  "forces_ev_per_a": [[-0.69, -0.37, -1.73], [-1.45, 1.39, -1.89], [-0.88, -0.60, 0.08], [-1.15, -0.25, 1.47], [-0.08, -1.57, -0.90], [0.79, 0.77, 0.05], [1.68, -0.38, -0.11], [-1.19, 0.65, 1.11], [1.12, 0.13, 1.04], [-0.19, -0.88, 1.13], [1.55, 0.18, 0.46], [0.40, -0.60, 0.19], [-0.34, 1.01, -1.44], [-0.13, 0.37, -0.65], [0.07, 0.86, -0.27], [0.67, -0.15, 0.27], [-0.18, -0.56, 1.20]],
  "lumo_energy_ev": 1.01,
  "e_homo_ev": -8.55,
  "charge": 0,
  "largest_force_ev_per_a": 2.76,
  "gap_ev": 9.6,
  "smiles": "CSCCCN"
}

Record 3
{
  "formula": "C35H45AsCrN2P2Te",
  "method": "the ωB97M-V functional and the def2-TZVPD basis",
  "species": ["Cr", "N", "C", "C", "C", "C", "C", "C", "C", "C", "N", "C", "H", "H", "H", "H", "H", "H", "H", "H", "C", "P", "C", "C", "C", "P", "C", "C", "H", "H", "H", "H", "H", "H", "H", "H", "H", "H", "H", "H", "H", "H", "H", "H", "C", "Te", "C", "H", "H", "H", "H", "H", "H", "C", "C", "C", "C", "C", "C", "As", "C", "C", "C", "C", "C", "C", "C", "C", "C", "C", "C", "C", "H", "H", "H", "H", "H", "H", "H", "H", "H", "H", "H", "H", "H", "H", "H"],
  "positions_angstrom": [[0.241, -0.080, 0.131], [-0.700, 1.459, 1.382], [-1.067, 0.875, 2.668], [-1.967, 1.450, 3.519], [-2.221, 0.867, 4.778], [-1.540, -0.253, 5.162], [-0.605, -0.860, 4.288], [0.145, -2.006, 4.639], [1.031, -2.524, 3.738], [1.143, -1.934, 2.472], [0.456, -0.872, 2.085], [-0.393, -0.304, 3.013], [-0.015, 2.194, 1.560], [-1.517, 1.931, 0.998], [-2.478, 2.363, 3.237], [-2.938, 1.328, 5.442], [-1.703, -0.691, 6.138], [0.017, -2.451, 5.617], [1.638, -3.388, 3.971], [1.832, -2.359, 1.759], [-2.332, 2.028, -1.661], [-0.572, 1.545, -1.675], [-0.182, 1.511, -3.448], [0.253, 3.094, -1.141], [1.761, 2.886, -1.088], [2.268, 1.359, -0.185], [2.979, 1.951, 1.381], [3.685, 0.849, -1.200], [-2.481, 2.770, -2.447], [-2.619, 2.486, -0.713], [-3.001, 1.192, -1.854], [-0.305, 2.525, -3.832], [-0.871, 0.853, -3.973], [0.830, 1.161, -3.639], [-0.147, 3.414, -0.178], [-0.006, 3.881, -1.853], [2.268, 3.739, -0.634], [2.157, 2.788, -2.101], [3.873, 2.539, 1.167], [3.249, 1.117, 2.028], [2.272, 2.587, 1.917], [4.291, 1.738, -1.385], [3.333, 0.454, -2.155], [4.300, 0.099, -0.716], [-2.942, -1.760, -1.789], [-2.327, -1.117, 0.139], [-2.441, -3.035, 1.024], [-4.023, -1.868, -1.754], [-2.467, -2.715, -1.999], [-2.669, -1.023, -2.538], [-1.780, -3.716, 0.499], [-3.482, -3.336, 0.936], [-2.165, -2.948, 2.073], [1.938, -1.864, -5.602], [0.698, -1.674, -5.007], [0.588, -1.687, -3.624], [1.708, -1.919, -2.831], [2.953, -2.103, -3.429], [3.063, -2.066, -4.813], [1.446, -2.100, -0.927], [3.150, -2.685, -0.221], [3.816, -2.038, 0.816], [5.020, -2.535, 1.296], [5.560, -3.686, 0.738], [4.888, -4.349, -0.281], [3.679, -3.861, -0.753], [0.472, -3.783, -0.795], [0.625, -4.584, 0.334], [-0.051, -5.794, 0.429], [-0.878, -6.215, -0.604], [-1.014, -5.429, -1.741], [-0.342, -4.217, -1.838], [2.027, -1.859, -6.680], [-0.178, -1.520, -5.623], [-0.383, -1.546, -3.161], [3.837, -2.275, -2.832], [4.029, -2.212, -5.276], [3.395, -1.150, 1.276], [5.531, -2.031, 2.105], [6.500, -4.074, 1.107], [5.302, -5.253, -0.706], [3.152, -4.401, -1.530], [1.310, -4.311, 1.126], [0.089, -6.418, 1.301], [-1.390, -7.165, -0.535], [-1.626, -5.771, -2.566], [-0.418, -3.649, -2.756]],
  "forces_ev_per_a": [[-0.30, 0.33, 0.34], [0.15, -0.09, 0.08], [-0.04, 0.08, -0.04], [-0.04, 0.04, 0.04], [0.03, 0.00, -0.05], [0.01, 0.00, -0.02], [-0.02, -0.05, 0.09], [0.00, 0.00, 0.03], [-0.01, 0.01, 0.00], [-0.10, -0.10, -0.02], [0.06, 0.01, 0.09], [0.07, -0.02, -0.08], [-0.05, 0.00, 0.00], [0.04, -0.07, -0.05], [-0.01, 0.01, 0.02], [-0.01, 0.01, 0.00], [0.00, 0.00, 0.00], [-0.01, 0.00, 0.00], [0.01, 0.00, 0.00], [-0.20, -0.01, 0.12], [0.05, -0.04, -0.01], [-0.01, 0.10, -0.02], [0.02, -0.10, 0.04], [0.00, -0.01, -0.02], [-0.05, 0.00, 0.05], [0.18, 0.07, -0.10], [-0.02, -0.04, -0.01], [-0.07, 0.00, 0.00], [-0.03, 0.02, 0.02], [-0.03, -0.01, 0.00], [0.01, -0.02, -0.03], [0.00, -0.03, -0.04], [-0.01, -0.06, -0.03], [0.04, -0.01, 0.00], [0.00, 0.04, -0.01], [0.00, 0.02, 0.02], [0.01, 0.02, -0.03], [0.01, 0.01, 0.00], [-0.01, 0.02, 0.03], [0.01, 0.00, -0.01], [0.00, 0.01, 0.01], [0.02, -0.02, 0.00], [0.00, 0.01, 0.01], [0.05, -0.14, 0.11], [0.01, -0.05, 0.00], [-0.16, 0.08, -0.07], [0.05, 0.01, 0.03], [0.00, -0.01, -0.02], [-0.01, 0.01, -0.01], [0.01, 0.03, 0.00], [-0.03, -0.02, 0.01], [0.00, -0.03, 0.04], [0.00, 0.00, 0.01], [0.03, -0.01, 0.02], [-0.02, 0.05, 0.00], [-0.05, 0.04, -0.05], [0.10, 0.05, 0.01], [-0.01, 0.09, 0.02], [-0.01, -0.01, 0.00], [0.03, -0.37, -0.23], [-0.01, 0.01, -0.03], [0.20, 0.12, -0.14], [-0.01, -0.01, -0.01], [-0.01, 0.00, 0.02], [-0.01, -0.01, -0.01], [0.07, 0.03, 0.02], [-0.07, 0.06, -0.09], [0.03, -0.07, 0.00], [0.03, 0.01, 0.00], [0.01, 0.03, -0.01], [0.00, -0.01, 0.03], [0.00, -0.06, 0.00], [0.00, 0.00, -0.01], [0.00, 0.00, 0.02], [-0.02, 0.06, -0.02], [0.01, -0.02, 0.02], [0.01, 0.00, 0.00], [0.07, 0.10, -0.09], [0.01, 0.01, 0.00], [0.00, 0.00, 0.00], [0.00, -0.01, 0.01], [0.01, 0.01, -0.02], [0.00, 0.01, 0.01], [0.00, -0.01, 0.00], [-0.01, 0.00, 0.00], [0.00, 0.00, -0.01], [-0.02, -0.08, 0.06]],
  "lumo_energy_ev": [-9.15, -8.79],
  "e_homo_ev": [-16.54, -16.52],
  "s2": 3.875,
  "charge": 3,
  "largest_force_ev_per_a": 0.56,
  "multiplicity": 4,
  "gap_ev": [7.4, 7.7]
}

Record 4
{
  "formula": "C34H43ClFN6O2SSi2V",
  "method": "the ωB97M-V functional and the def2-TZVPD basis",
  "species": ["V", "C", "Si", "C", "C", "N", "C", "C", "C", "C", "C", "C", "F", "H", "H", "H", "H", "H", "H", "H", "H", "H", "H", "H", "H", "H", "C", "Si", "C", "C", "H", "H", "H", "H", "H", "H", "H", "H", "H", "C", "N", "C", "C", "N", "C", "S", "H", "H", "H", "H", "H", "H", "N", "C", "C", "C", "N", "C", "C", "H", "H", "H", "H", "H", "H", "Cl", "C", "C", "C", "C", "C", "C", "C", "O", "O", "H", "H", "H", "H", "N", "C", "C", "C", "C", "C", "C", "H", "H", "H", "H", "H"],
  "positions_angstrom": [[-0.377, 0.217, -0.157], [3.487, -3.100, 2.506], [3.548, -1.682, 1.232], [5.374, -1.166, 1.195], [3.196, -2.488, -0.430], [2.480, -0.398, 1.450], [2.275, 0.307, 2.562], [2.850, 0.093, 3.850], [2.527, 0.853, 4.964], [1.618, 1.899, 4.896], [1.043, 2.176, 3.652], [1.377, 1.414, 2.564], [0.795, 1.755, 1.370], [4.110, -3.931, 2.159], [2.469, -3.475, 2.636], [3.853, -2.799, 3.490], [6.028, -2.022, 1.000], [5.677, -0.715, 2.145], [5.537, -0.425, 0.408], [3.805, -3.384, -0.585], [3.412, -1.786, -1.233], [2.142, -2.765, -0.517], [3.566, -0.713, 3.955], [3.003, 0.616, 5.911], [1.362, 2.488, 5.767], [0.331, 2.982, 3.516], [-0.998, -3.544, -1.072], [-1.189, -1.716, -1.641], [-3.053, -1.626, -2.032], [-0.387, -1.788, -3.381], [-1.382, -4.227, -1.840], [-1.550, -3.736, -0.148], [0.051, -3.800, -0.896], [-3.341, -2.374, -2.781], [-3.312, -0.634, -2.411], [-3.638, -1.803, -1.125], [-1.015, -2.365, -4.071], [0.587, -2.285, -3.336], [-0.243, -0.790, -3.801], [-4.072, 4.100, -1.236], [-2.657, 4.130, -0.954], [-2.094, 4.589, 0.225], [-0.770, 4.364, 0.142], [-0.534, 3.782, -1.082], [-1.688, 3.617, -1.763], [-1.882, 2.948, -3.300], [-4.515, 5.066, -0.984], [-4.556, 3.311, -0.660], [-4.192, 3.899, -2.298], [-2.700, 4.974, 1.024], [0.021, 4.528, 0.851], [0.389, 3.444, -1.392], [-1.868, -3.649, 5.061], [-1.374, -2.797, 4.064], [-0.610, -3.290, 3.013], [-0.164, -2.408, 2.044], [-0.432, -1.108, 2.047], [-1.182, -0.645, 3.045], [-1.667, -1.438, 4.069], [-1.298, -4.467, 5.207], [-2.058, -3.177, 5.931], [-0.358, -4.342, 2.949], [0.449, -2.762, 1.225], [-1.402, 0.412, 3.023], [-2.269, -0.999, 4.855], [6.540, -0.511, -5.090], [5.216, 0.103, -4.117], [4.090, -0.679, -3.937], [3.053, -0.187, -3.158], [3.136, 1.072, -2.582], [4.272, 1.845, -2.792], [5.327, 1.362, -3.551], [1.991, 1.628, -1.764], [1.974, 2.855, -1.578], [1.153, 0.790, -1.326], [4.029, -1.660, -4.390], [2.163, -0.774, -2.986], [4.311, 2.830, -2.347], [6.221, 1.949, -3.708], [-1.935, 0.807, 0.385], [-3.075, 1.256, 0.903], [-4.348, 0.879, 0.385], [-5.526, 1.340, 0.941], [-5.531, 2.204, 2.036], [-4.299, 2.588, 2.565], [-3.110, 2.135, 2.026], [-4.367, 0.219, -0.472], [-6.468, 1.020, 0.505], [-6.459, 2.562, 2.463], [-4.267, 3.260, 3.418], [-2.161, 2.464, 2.435]],
  "forces_ev_per_a": [[0.37, -0.27, 0.65], [0.00, -0.01, -0.03], [0.02, 0.02, -0.04], [-0.03, 0.00, 0.00], [0.00, -0.02, 0.06], [0.02, -0.05, 0.03], [-0.04, 0.07, -0.06], [-0.02, 0.02, 0.04], [0.03, -0.04, 0.01], [-0.03, 0.04, 0.00], [0.01, 0.00, 0.00], [0.06, -0.01, 0.01], [0.04, -0.07, -0.01], [0.00, -0.01, -0.01], [-0.03, 0.00, 0.01], [0.01, -0.01, 0.00], [0.01, 0.00, 0.00], [-0.01, 0.01, 0.01], [0.00, 0.01, -0.01], [0.00, -0.01, 0.01], [0.01, 0.02, -0.01], [-0.03, 0.00, -0.01], [0.00, 0.01, -0.01], [0.00, 0.00, 0.00], [0.00, 0.00, 0.00], [0.00, 0.00, 0.00], [-0.03, 0.00, -0.01], [0.06, 0.06, -0.03], [0.03, -0.03, -0.02], [-0.04, -0.05, 0.00], [-0.01, 0.01, -0.01], [0.01, 0.00, 0.01], [0.00, -0.03, 0.01], [0.00, -0.01, 0.00], [-0.01, 0.00, -0.01], [-0.01, 0.01, 0.00], [0.01, 0.00, -0.01], [0.04, 0.01, 0.01], [-0.01, 0.01, 0.00], [-0.03, -0.01, 0.01], [0.03, -0.02, 0.01], [-0.01, 0.01, 0.00], [0.01, 0.01, 0.03], [-0.12, 0.03, -0.04], [0.04, 0.03, -0.02], [-0.02, 0.03, -0.04], [0.01, 0.01, -0.01], [-0.01, 0.00, 0.01], [0.00, 0.00, 0.01], [0.00, 0.00, 0.01], [0.01, 0.00, 0.01], [0.05, -0.09, 0.04], [0.03, 0.02, 0.00], [-0.02, -0.04, 0.03], [0.04, 0.02, -0.01], [0.15, -0.01, 0.02], [-0.29, 0.05, -0.22], [0.04, -0.03, 0.05], [0.02, 0.04, 0.00], [-0.01, 0.00, 0.00], [-0.01, -0.01, -0.01], [0.00, 0.00, -0.01], [-0.01, 0.01, -0.03], [-0.05, 0.01, -0.03], [0.00, 0.01, 0.00], [0.00, 0.00, 0.00], [-0.01, -0.01, 0.00], [0.02, -0.01, -0.01], [0.01, 0.03, 0.00], [-0.04, -0.02, -0.04], [-0.01, 0.01, 0.03], [0.00, -0.02, -0.01], [0.08, 0.10, 0.34], [0.02, 0.03, -0.13], [-0.21, -0.02, -0.40], [0.00, 0.00, 0.00], [-0.06, -0.04, -0.01], [0.00, 0.00, 0.00], [0.00, 0.00, 0.00], [-0.11, 0.24, -0.14], [0.11, -0.09, -0.07], [-0.10, 0.00, -0.03], [0.04, -0.03, -0.03], [-0.04, 0.04, 0.04], [0.01, -0.01, -0.01], [0.01, 0.00, 0.04], [0.00, 0.02, 0.02], [0.00, 0.00, 0.00], [0.00, 0.00, 0.00], [0.00, 0.00, 0.00], [0.01, 0.01, 0.01]],
  "lumo_energy_ev": [3.99, 3.99],
  "e_homo_ev": [-0.84, -1.69],
  "s2": 2.062,
  "charge": -2,
  "largest_force_ev_per_a": 0.79,
  "multiplicity": 3,
  "gap_ev": [4.8, 5.7]
}

Record 5
{
  "formula": "C9H9NSi",
  "method": "the ωB97M-V functional and the def2-TZVPD basis",
  "species": ["C", "C", "C", "C", "C", "C", "C", "C", "C", "N", "Si", "H", "H", "H", "H", "H", "H", "H", "H", "H"],
  "positions_angstrom": [[3.446, -0.190, -0.234], [3.052, -0.646, 1.046], [2.497, 0.538, -1.038], [1.719, -0.611, 1.482], [1.169, 0.585, -0.531], [0.815, 0.001, 0.611], [-3.588, 0.010, -0.359], [-2.772, -1.019, -0.648], [-3.064, 1.299, -0.092], [-1.844, 1.351, 0.373], [-1.039, 0.175, 1.221], [4.478, -0.046, -0.458], [3.765, -1.188, 1.615], [2.777, 0.731, -2.042], [1.350, -1.098, 2.376], [0.525, 0.918, -1.374], [-4.625, -0.231, -0.258], [-1.847, -0.754, -1.043], [-3.702, 2.216, -0.105], [-3.110, -2.043, -0.541]],
  "forces_ev_per_a": [[-2.11, 2.50, 0.65], [-0.63, -0.45, -0.77], [0.43, -2.78, 2.91], [0.85, 0.30, -1.53], [2.37, 0.90, -5.32], [-3.04, 0.01, 2.67], [-0.53, -1.27, -0.54], [-1.46, -0.03, 0.98], [1.30, 1.28, 1.07], [-1.33, 1.37, -1.26], [1.12, -1.40, 0.88], [0.72, -0.74, -0.34], [0.69, -0.20, 0.63], [-0.02, 0.84, -0.70], [0.29, 0.09, 0.16], [-0.48, 0.16, 1.42], [-0.65, 0.33, 0.20], [1.84, -0.20, -0.49], [0.51, -0.74, -0.15], [0.15, 0.05, -0.47]],
  "lumo_energy_ev": -0.12,
  "e_homo_ev": -7.76,
  "charge": 0,
  "largest_force_ev_per_a": 5.89,
  "gap_ev": 7.6
}